The following is a DFT calculation (ωB97M-V with the def2-TZVPD basis set) of the molecule C2H5N3OS at a distorted geometry.

## Properties
SMILES string = N/N=C\S/C=N\O
E_tot = -716.79451 Eh
lowest unoccupied orbital energy = 0.75 eV

Last column: natural (NBO) charge in e.
Geometry (Å):
S1 -0.1809 0.6007 0.9104  0.18
O1 -1.2867 1.0814 -1.8015  -0.57
N1 2.3514 -0.7480 1.3166  -0.64
N2 -2.2922 0.6830 -0.8992  -0.12
N3 1.9259 -0.7924 0.0096  -0.23
C1 0.8137 -0.2318 -0.2799  -0.15
C2 -1.8539 0.4382 0.2616  -0.12
H1 2.9721 -1.5448 1.4040  0.37
H2 -2.6040 0.1403 1.0193  0.22
H3 0.4370 -0.1802 -1.3055  0.23
H4 1.5284 -0.8202 1.9198  0.35
H5 -1.8107 1.3738 -2.5552  0.49